Record 1
Below is C5H11NO as an isolated structure, with properties calculated with the ωB97M-V functional and the def2-TZVPD basis.

As for the total energy: -8897.5155 eV. The HOMO energy is -0.30469 Eh. The relative energy (zero: lowest compared OMol25 entry of this formula, charge and spin) is 96.4 kcal per mole. The total charge is 0. Its LUMO energy is 0.295 eV. The value obtained for the gap between HOMO and LUMO is 8.59 eV.

Each line ends with the Löwdin charge.
Atoms and positions in Å:
1 C 2.7752 0.0922 0.0322  -0.0805
2 N 1.3686 -0.1449 -0.2281  -0.0109
3 C 0.4363 0.7677 0.1990  -0.5685
4 O 0.7260 1.7043 0.9427  0.0398
5 C -0.9372 0.7449 -0.3254  -0.0507
6 C -1.3100 -1.4973 -0.6163  -0.0054
7 C -2.0156 0.9560 0.6845  -0.1374
8 H 3.2452 0.7125 -0.7421  0.0863
9 H 3.3051 -0.8625 0.0979  0.0794
10 H 2.8554 0.6179 0.9846  0.0822
11 H 1.1383 -0.6945 -1.0417  0.1202
12 H -1.1943 -0.3968 -1.0628  0.0154
13 H -0.7682 -1.6931 0.3060  0.0573
14 H -0.9191 -2.1087 -1.4351  0.0577
15 H -2.3839 -1.6417 -0.4918  0.0595
16 H -3.0155 0.9094 0.2441  0.0754
17 H -1.9715 0.3285 1.5867  0.0870
18 H -1.8436 1.9866 1.0184  0.0931

Record 2
Below is C2BeF6NO3S2 as an isolated structure in a non-equilibrium geometry, with properties calculated with the ωB97M-V functional and the def2-TZVPD basis.

Its multiplicity is 2. As for the total energy: -48081.6141 eV. The HOMO energy (spin up / spin down) is -0.37576 / -0.39525 Eh. The total charge is 0. Its LUMO energy (spin up / spin down) is -0.449 / -1.771 eV. The value obtained for the gap between HOMO and LUMO (spin up / spin down) is 9.78 / 8.98 eV.

Each line ends with the Löwdin charge.
Atoms and positions in Å:
1 O -2.3819 1.4230 1.6582  -0.2776
2 Be -0.9258 1.0630 1.7376  0.1454
3 N 0.4612 0.4017 -0.1640  -0.4455
4 S -1.2520 0.6998 -0.4472  1.1250
5 C -0.7471 2.3307 -1.1466  -0.8670
6 F -0.2161 2.1610 -2.3498  0.1316
7 F 0.1509 2.9387 -0.3843  0.1183
8 F -1.8315 3.0901 -1.2548  0.1263
9 S 0.8242 -0.4382 1.0934  0.6619
10 O -0.0109 -0.0773 2.3046  -0.2550
11 O 2.2545 -0.5602 1.3520  -0.2419
12 C 0.2771 -2.1955 0.7794  -0.7001
13 F -1.0380 -2.2397 0.6455  0.1448
14 F 0.8493 -2.6345 -0.3282  0.1660
15 F 0.6368 -2.9636 1.7935  0.1678

Q: total charge of number 1 (C5H11NO)?
A: 0